(1)
# C25H30GeN5Ru

A structure of composition C25H30GeN5Ru in a non-equilibrium geometry (ωB97M-V/def2-TZVPD, the Open Molecules 2025 dataset).

The geometry in XYZ format:
```
62
Properties=species:S:1:pos:R:3:forces:R:3
Ru 0.24027 -1.50624 0.31748 0.48 -1.43 0.38
C -0.03779 -3.68189 0.67141 -0.25 0.08 -0.16
C 0.60225 -3.25602 1.86281 -0.35 0.31 0.07
C 1.91363 -2.84589 1.52918 0.23 0.05 0.10
C 2.10429 -3.03993 0.14848 0.01 0.06 -0.06
C 0.89566 -3.53872 -0.40000 -0.12 0.04 -0.13
H -1.02376 -4.11438 0.59842 0.00 0.00 -0.01
H 0.16235 -3.25351 2.84774 0.01 0.01 0.01
H 2.65973 -2.50199 2.23245 0.00 -0.02 -0.01
H 2.99695 -2.80551 -0.41088 0.00 0.00 0.00
H 0.72175 -3.83268 -1.42272 0.10 -0.04 -0.01
C 3.18209 1.12147 0.36168 -0.02 0.01 -0.04
N 2.44951 0.52148 1.43256 0.28 0.17 0.20
C 1.94282 1.28526 2.53378 -0.08 -0.05 -0.01
C 0.47527 1.02765 2.74823 -0.08 -0.08 0.04
N -0.17868 -0.00176 2.29077 0.12 0.29 -0.34
C -1.45972 0.10278 2.82175 0.04 -0.13 0.08
C -2.55772 -0.73827 2.66624 -0.05 0.04 -0.04
C -3.72648 -0.38438 3.31213 0.02 0.00 0.01
C -3.80617 0.77308 4.10203 -0.02 -0.01 0.00
C -2.71851 1.60792 4.27569 -0.02 0.03 -0.02
C -1.54831 1.24438 3.62163 0.00 -0.03 0.01
N -0.29204 1.82259 3.55160 0.06 -0.04 0.06
C 2.64466 0.69724 -0.97694 0.07 -0.11 -0.09
N 1.77659 -0.25088 -1.18121 -0.24 0.42 0.08
C 1.66828 -0.36579 -2.56406 0.09 -0.19 0.01
C 0.88810 -1.22973 -3.32730 -0.01 0.04 -0.03
C 0.98321 -1.12825 -4.70180 0.00 0.00 0.01
C 1.83245 -0.19196 -5.31079 -0.02 0.00 -0.02
C 2.61612 0.66743 -4.56440 -0.02 0.03 0.00
C 2.51627 0.55513 -3.18334 0.02 -0.05 0.00
N 3.13036 1.22600 -2.14003 0.01 -0.02 0.02
H 4.24566 0.84585 0.38116 0.04 0.07 -0.01
H 3.14945 2.21265 0.43248 -0.07 -0.01 0.03
H 2.76521 -0.39935 1.68410 -0.15 -0.03 -0.09
H 2.10285 2.35634 2.38062 0.01 -0.01 -0.09
H 2.45532 1.02995 3.47066 0.00 0.08 0.04
H -2.47990 -1.61376 2.03647 0.00 0.01 0.00
H -4.60368 -1.00973 3.20918 0.00 0.00 0.00
H -4.74233 1.01678 4.58726 0.00 0.00 0.00
H -2.78506 2.50034 4.88441 0.01 0.00 0.00
H 0.01208 2.65825 4.01770 -0.01 0.02 0.00
H 0.22039 -1.92427 -2.83813 -0.01 -0.01 0.01
H 0.38841 -1.78103 -5.32724 -0.01 0.01 0.00
H 1.87244 -0.14022 -6.39106 0.01 0.00 0.00
H 3.26692 1.39100 -5.03795 0.00 0.00 0.01
H 3.81789 1.95388 -2.21618 0.00 0.01 0.00
C -0.59343 1.77541 -2.24627 0.01 0.03 -0.02
Ge -1.83083 0.75730 -1.10030 -0.09 -0.39 0.06
C -3.51407 0.57308 -2.10508 0.00 0.11 -0.02
C -2.14830 2.06617 0.33470 -0.05 0.01 0.05
C -1.32158 -1.08680 -0.54595 -0.01 0.96 -0.07
H -1.05737 2.74732 -2.43156 -0.01 0.00 -0.01
H -0.39369 1.30136 -3.20544 -0.01 -0.03 -0.01
H 0.35499 1.94817 -1.73385 -0.03 0.02 -0.02
H -3.89061 1.55009 -2.41485 -0.02 -0.02 -0.01
H -4.27511 0.08987 -1.49040 0.01 0.00 0.01
H -3.36031 -0.03488 -2.99807 0.00 -0.01 0.00
H -2.42030 3.01590 -0.13239 -0.01 -0.01 -0.01
H -1.23304 2.22570 0.90698 0.00 0.01 0.04
H -2.94806 1.77656 1.01663 0.03 -0.03 0.02
H -2.10734 -1.78656 -0.87022 0.08 -0.14 -0.01
```
Positions in Å, forces in eV/Å.

Properties
HOMO-LUMO gap (alpha / beta) (eV): 5.79 / 6.70
<S²>: 0.76
Spin multiplicity: 2
Maximum force (eV Å⁻¹): 1.6
Energy relative to the best compared isomer or geometry (same formula, charge and spin) (eV): 1.825

=====

(2)
# C3H4O4Yb

A structure of composition C3H4O4Yb in a non-equilibrium geometry (ωB97M-V/def2-TZVPD, the Open Molecules 2025 dataset).

The geometry in XYZ format:
```
12
Properties=species:S:1:pos:R:3:forces:R:3
O -0.35207 1.89130 -2.90541 -0.18 0.26 -1.07
C -0.32037 1.67901 -1.65829 0.12 0.91 1.32
C 0.59734 -0.66807 0.23289 -0.56 -0.36 -0.13
O -0.07456 2.39361 -0.71698 0.05 -0.65 -0.66
O -0.77967 0.34512 -1.46249 -0.22 -1.00 -1.00
C -0.58501 -0.38834 -0.30354 0.13 0.17 1.03
H 0.61790 -1.13294 1.22630 0.15 0.03 -0.40
H 1.53101 -0.50001 -0.30439 -0.23 0.36 0.32
H -1.54207 -0.66504 0.14112 0.35 0.14 0.13
Yb -1.62548 0.29521 -3.87668 0.44 0.18 0.64
O 1.29667 -1.43986 4.37162 -0.02 0.05 -0.34
H 1.23631 -1.80999 5.25587 -0.02 -0.09 0.16
```
Positions in Å, forces in eV/Å.

Properties
HOMO-LUMO gap (alpha / beta) (eV): 3.51 / 3.16
<S²>: 0.75
Spin multiplicity: 2
Maximum force (eV Å⁻¹): 1.6
Energy relative to the best compared isomer or geometry (same formula, charge and spin) (eV): 0.972
Net charge: -1

=====

Which of these has the highest <S²>?
C25H30GeN5Ru